[1]
Computed, not measured: C14H14N2O7 in the gas phase, with ωB97M-V with the def2-TZVPD basis set.

```
! wB97M-V def2-TZVPD RIJCOSX def2/J DEFGRID3
* xyz 0 1
C 3.0783 0.5140 -4.5072
O 2.6146 -0.8300 -4.4409
C 1.9316 -1.1663 -3.3474
O 1.7050 -0.4228 -2.4305
C 1.4794 -2.6199 -3.4118
N 0.8099 -2.9958 -2.1960
C -0.5373 -2.9677 -2.1110
O -1.2782 -2.9048 -3.0653
C -1.0482 -3.0520 -0.6634
O -0.8288 -1.8180 0.0123
C 0.3741 -1.5938 0.5451
O 1.2915 -2.3874 0.4911
C 0.4830 -0.2816 1.1928
C -0.5313 0.5812 1.2868
C -0.3884 1.9137 1.8614
C 0.6871 2.7179 1.4818
C 0.8228 4.0055 1.9658
C -0.1173 4.5324 2.8411
C -1.1880 3.7569 3.2376
C -1.3179 2.4588 2.7569
N -2.4140 1.6653 3.2462
O -3.3379 2.2502 3.7700
O -2.3453 0.4602 3.1180
H 3.7465 0.7251 -3.6701
H 2.2354 1.2065 -4.4704
H 3.6072 0.6049 -5.4519
H 0.7689 -2.7292 -4.2374
H 2.3441 -3.2619 -3.5974
H 1.3444 -2.9394 -1.3333
H -0.5444 -3.8667 -0.1318
H -2.1288 -3.1993 -0.6691
H 1.4599 -0.0680 1.6017
H -1.5030 0.2974 0.9068
H 1.4033 2.3203 0.7795
H 1.6651 4.6057 1.6570
H -0.0109 5.5383 3.2155
H -1.9296 4.1290 3.9283
*
```

The calculated total energy is -32055.474 eV. The value obtained for the energy above the lowest of the compared OMol25 structures with the same formula, charge and spin is 338.9 kJ/mol. The value obtained for the HOMO-LUMO gap is 0.32883 hartree. The calculation puts the HOMO energy at -9.7 eV. For the lowest unoccupied orbital energy, the calculation gives -0.76 eV. The molar mass is 322.27 g/mol. As for the SMILES: COC(=O)CNC(=O)COC(=O)/C=C/c1ccccc1[N+](=O)[O-].

***

[2]
Computed, not measured: an isolated ion of composition C14H14N3O3 and charge +1, with ωB97M-V with the def2-TZVPD basis set.

```
! wB97M-V def2-TZVPD RIJCOSX def2/J DEFGRID3
* xyz 1 1
C 0.4685 1.1049 1.9265
C 1.4652 1.1299 0.7800
C 1.0589 2.0080 -0.4499
O 1.9433 2.5671 -1.0547
N -0.2428 2.2153 -0.7490
C -1.3846 1.4298 -0.5277
C -2.6234 2.0375 -0.3204
C -3.7591 1.2672 -0.1350
C -3.6834 -0.1170 -0.1393
C -2.4493 -0.7112 -0.3563
N -2.3102 -2.1508 -0.3365
O -1.1746 -2.5770 -0.2135
O -3.3042 -2.8209 -0.4169
C -1.3076 0.0458 -0.5771
N 1.9261 -0.1839 0.3125
C 2.9348 -0.2006 -0.5761
C 3.4070 -1.3857 -1.0952
C 2.8410 -2.5874 -0.6835
C 1.8162 -2.5506 0.2504
C 1.3806 -1.3321 0.7318
H -0.4656 0.6079 1.6854
H 0.2374 2.1331 2.1959
H 0.9139 0.6317 2.7995
H 2.3651 1.6469 1.1425
H -0.3736 2.9949 -1.3876
H -2.6913 3.1142 -0.3071
H -4.7105 1.7495 0.0210
H -4.5534 -0.7348 0.0188
H -0.3862 -0.4593 -0.8181
H 3.3394 0.7556 -0.8795
H 4.2121 -1.3641 -1.8121
H 3.1931 -3.5268 -1.0792
H 1.3333 -3.4500 0.5955
H 0.5840 -1.2870 1.4549
*
```

The calculated total energy is -25349.333 eV. The value obtained for the energy above the lowest of the compared OMol25 structures with the same formula, charge and spin is 0.0 kJ/mol. The value obtained for the HOMO-LUMO gap is 0.31269 hartree. The calculation puts the HOMO energy at -12.7 eV. For the lowest unoccupied orbital energy, the calculation gives -4.16 eV. The molar mass is 272.28 g/mol. As for the SMILES: C[C@H](C(=O)Nc1cccc([N+](=O)[O-])c1)[n+]1ccccc1.

***

[3]
Computed, not measured: C14H14N8O2Pd as an isolated structure, with ωB97M-V with the def2-TZVPD basis set.

```
! wB97M-V def2-TZVPD RIJCOSX def2/J DEFGRID3
* xyz 2 1
Pd -0.2723 0.0995 -0.0671
O -4.2192 0.4028 0.3637
C -3.0844 0.0835 0.1970
N -1.9650 0.9221 0.2310
C -1.9523 2.3054 0.4809
O -2.8772 2.9678 0.8291
C -0.5792 2.8803 0.1998
C -0.3596 4.2359 0.2231
C 0.9001 4.7090 -0.1291
C 1.8862 3.8073 -0.4979
C 1.6057 2.4526 -0.4855
N 0.3946 2.0018 -0.1409
C -2.6749 -1.3461 -0.1116
C -3.6307 -2.3234 -0.2576
C -3.2211 -3.6199 -0.5459
C -1.8660 -3.8881 -0.6654
C -0.9557 -2.8599 -0.5023
N -1.3523 -1.6085 -0.2482
H -1.1749 4.8909 0.5006
H 1.1044 5.7714 -0.1236
H 2.8713 4.1408 -0.7912
H 2.3503 1.7192 -0.7518
H -4.6714 -2.0492 -0.1443
H -3.9498 -4.4102 -0.6671
H -1.5062 -4.8853 -0.8748
H 0.1068 -3.0450 -0.5562
N 4.8843 -1.1935 0.2509
N 3.6005 -1.2316 -0.2167
N 3.2891 -1.8403 -1.3391
C 2.0145 -1.5206 -1.4777
N 1.6008 -0.7599 -0.4531
N 2.6447 -0.5693 0.3454
H 5.4066 -1.9595 -0.1618
H 4.8911 -1.2142 1.2649
H 1.4154 -1.8161 -2.3231
C -0.1801 -0.2838 1.9776
H 0.5684 -1.0653 2.0304
H -1.1788 -0.5791 2.2722
H 0.1363 0.6784 2.3657
*
```

The calculated total energy is -34222.987 eV. The value obtained for the energy above the lowest of the compared OMol25 structures with the same formula, charge and spin is 0.0 kJ/mol. The value obtained for the HOMO-LUMO gap is 0.28114 hartree. The calculation puts the HOMO energy at -16.2 eV. For the lowest unoccupied orbital energy, the calculation gives -8.59 eV. The molar mass is 432.74 g/mol.

***

[4]
Computed, not measured: C14H14NO3Sn as an isolated structure, with ωB97M-V with the def2-TZVPD basis set.

```
! wB97M-V def2-TZVPD RIJCOSX def2/J DEFGRID3
* xyz 1 1
Sn 0.1373 -1.1913 0.1980
O -0.7206 0.2603 1.6632
C 0.3982 0.8963 2.4227
C 1.5865 1.0163 1.4498
O 2.4964 1.7526 1.6758
O 1.5362 0.1945 0.3950
C -0.0796 2.2690 2.8523
C -0.6100 3.1296 1.8891
C -1.0493 4.3948 2.2411
C -0.9410 4.8188 3.5591
C -0.3908 3.9774 4.5134
C 0.0387 2.7037 4.1642
C 0.7373 -0.0689 3.5441
C -0.2931 -0.4944 4.3846
C -0.0375 -1.3910 5.4059
C 1.2529 -1.8750 5.5982
C 2.2784 -1.4558 4.7685
C 2.0248 -0.5545 3.7404
H -1.4503 0.8955 1.6071
H -0.6469 2.8312 0.8444
H -1.4549 5.0565 1.4873
H -1.2727 5.8101 3.8370
H -0.2922 4.3110 5.5377
H 0.4728 2.0565 4.9139
H -1.2976 -0.1124 4.2457
H -0.8415 -1.7103 6.0556
H 1.4549 -2.5752 6.3979
H 3.2850 -1.8218 4.9193
H 2.8449 -0.2164 3.1203
N -0.9206 -0.0111 -1.6048
H -1.8780 -0.3156 -1.7627
H -0.4142 -0.1625 -2.4750
H -0.9423 0.9964 -1.4614
*
```

The calculated total energy is -28204.293 eV. The value obtained for the HOMO-LUMO gap is 0.31653 hartree. The calculation puts the HOMO energy at -12.4 eV. For the lowest unoccupied orbital energy, the calculation gives -3.75 eV. The molar mass is 362.98 g/mol.

***

[5]
Computed, not measured: a 2-piece molecular cluster, C14H15BCl3O4 overall, with ωB97M-V with the def2-TZVPD basis set.

```
! wB97M-V def2-TZVPD RIJCOSX def2/J DEFGRID3
* xyz -1 1
Cl -0.7836 -1.2558 4.9018
B -0.2924 -2.0427 3.3125
Cl 0.6018 -3.6669 3.5653
Cl -1.7813 -2.3120 2.1754
O 0.6208 -1.0816 2.6315
C 1.1538 -1.3166 1.4952
C 2.0611 -0.3698 0.9257
C 2.6361 -0.6679 -0.3303
C 3.4928 0.2450 -0.9300
C 3.7930 1.4580 -0.2892
C 3.2246 1.7482 0.9624
C 2.3755 0.8478 1.5810
H 0.9472 -2.2608 0.9816
H 2.3728 -1.6201 -0.7978
H 3.9201 0.0234 -1.9101
H 4.4511 2.1820 -0.7723
H 3.4440 2.7002 1.4480
H 1.9176 1.0638 2.5488
C -1.5695 2.8980 0.2640
C -0.8790 1.8546 -0.5615
C -1.5923 0.6750 -1.0121
C -0.8445 -0.3128 -1.8237
C -1.7381 -1.3316 -2.5279
C -2.7763 -1.7845 -1.5380
O -3.6214 -0.6622 -1.1254
C -3.0348 0.5147 -0.7829
O -3.7595 1.3942 -0.3083
O 0.3124 2.0201 -0.8709
H -2.6289 2.6420 0.3722
H -1.0824 2.9701 1.2443
H -1.4622 3.8681 -0.2349
H -0.2335 0.2112 -2.5712
H -0.1599 -0.8566 -1.1493
H -2.1889 -0.8781 -3.4219
H -1.1351 -2.1862 -2.8485
H -3.4730 -2.5131 -1.9627
H -2.2883 -2.1971 -0.6408
*
```

The calculated total energy is -61200.207 eV. The value obtained for the energy above the lowest of the compared OMol25 structures with the same formula, charge and spin is 0.0 kJ/mol. The value obtained for the HOMO-LUMO gap is 0.14747 hartree. The calculation puts the HOMO energy at -3.4 eV. For the lowest unoccupied orbital energy, the calculation gives 0.64 eV. The molar mass is 364.44 g/mol.

***

[6]
Computed, not measured: C14H15BrN2O in the gas phase, with ωB97M-V with the def2-TZVPD basis set.

```
! wB97M-V def2-TZVPD RIJCOSX def2/J DEFGRID3
* xyz 0 1
C -1.3948 0.7808 -2.7435
C -0.3896 -0.3659 -3.0391
C 0.9543 -0.2700 -2.2428
C 1.7985 -1.5154 -2.6682
C 0.6206 -0.2639 -0.7565
C 0.8435 0.9245 0.0129
C 0.4984 0.9162 1.3278
C 0.6982 2.1715 2.1529
C -0.5658 3.0214 2.2713
O -1.6471 2.7635 1.8549
Br -0.3499 4.7637 3.2168
C -0.0631 -0.2380 1.9486
N -0.3664 -0.1615 3.2762
C -0.9093 -1.2541 3.7505
C -1.1523 -2.4123 2.9534
N -0.8420 -2.5483 1.6870
C -0.2809 -1.4024 1.1967
C 0.0848 -1.3716 -0.1783
H -2.4066 0.3511 -2.7220
H -1.3052 1.5435 -3.5302
H -1.2296 1.2881 -1.7835
H -0.1801 -0.3340 -4.1219
H -0.7972 -1.3656 -2.8232
H 1.4922 0.6325 -2.5678
H 2.3927 -1.9283 -1.8420
H 1.1472 -2.3108 -3.0599
H 2.5038 -1.2528 -3.4715
H 1.2511 1.8334 -0.4307
H 1.0279 1.9563 3.1813
H 1.4784 2.8240 1.7296
H -1.1871 -1.2762 4.8063
H -1.6393 -3.2644 3.4400
H -0.0852 -2.2349 -0.8250
*
```

The calculated total energy is -89831.821 eV. The value obtained for the HOMO-LUMO gap is 0.32093 hartree. The calculation puts the HOMO energy at -9.2 eV. For the lowest unoccupied orbital energy, the calculation gives -0.42 eV. The molar mass is 307.19 g/mol. As for the SMILES: CC[C@H](C)c1cc(CC(=O)Br)c2nccnc2c1.